[1]
The following is a DFT calculation (the ωB97M-V functional and the def2-TZVPD basis) of a structure of composition C38H70ILaN4OP2S in a non-equilibrium geometry.

Calculated values
- frontier orbital gap (eV) = 5.808
- charge = +2
- DFT total energy (eV) = -86913.3018
- LUMO energy (eV) = -5.40
- ΔE to the lowest compared entry with this formula, charge and spin (kJ/mol) = 218.0
- strongest force on any atom (eV/Å) = 3.51

Each line ends with the Mulliken charge.
Cartesian coordinates (Å):
1 La -0.687522 0.710373 -0.328091  2.208
2 C -3.622353 -0.491991 4.808002  -1.808
3 C -3.103919 -0.446659 3.355688  0.397
4 C -2.639477 -1.927907 3.045806  -1.192
5 P -1.801373 0.736844 2.793796  0.903
6 C -2.210105 2.402660 3.444178  0.754
7 C -3.666003 2.765756 3.114608  -1.312
8 C -1.917161 2.678876 4.940108  -1.233
9 C -0.267316 0.244401 3.575427  -0.946
10 C -0.178985 -0.018444 4.950740  0.042
11 C 0.988262 -0.404306 5.587168  0.005
12 C 1.105903 -0.647611 7.132246  -1.538
13 C 2.161983 -0.565306 4.848785  -1.289
14 C 2.099913 -0.346203 3.441366  -0.061
15 C 0.903405 0.036896 2.831070  -0.319
16 N 0.856618 0.046027 1.391930  0.348
17 C 2.079974 0.112916 0.662264  -1.559
18 C 3.067756 1.054853 0.908067  0.465
19 C 4.256549 1.049948 0.181117  -1.220
20 C 4.464463 0.155239 -0.851045  1.016
21 C 5.705037 0.164043 -1.678592  -1.889
22 C 3.489456 -0.844086 -1.123071  -0.120
23 C 2.343806 -0.842101 -0.411640  0.308
24 P 0.998708 -2.121368 -0.601947  1.015
25 C 1.169635 -2.864106 -2.272690  0.474
26 C 0.676090 -1.869014 -3.328929  -0.444
27 C 0.353068 -4.132947 -2.323135  -1.941
28 C 1.431967 -3.554509 0.469494  -0.022
29 C 1.366552 -3.252948 2.016906  -1.459
30 C 2.845305 -4.027881 0.130310  -1.299
31 H -4.554973 -1.044628 4.836353  0.447
32 H -3.832856 0.465203 5.247284  0.311
33 H -2.892903 -1.072437 5.288425  0.526
34 H -3.900155 -0.284231 2.588418  0.198
35 H -1.743729 -2.114168 3.625287  0.443
36 H -2.374554 -2.055495 1.961315  0.239
37 H -3.517460 -2.598904 3.168503  0.539
38 H -1.655075 3.041703 2.829275  -0.289
39 H -4.329995 1.939089 3.438279  0.213
40 H -3.760692 2.961295 2.050325  0.218
41 H -3.921812 3.654305 3.683560  0.514
42 H -2.487907 1.984828 5.638650  0.129
43 H -2.190900 3.727499 5.188944  0.538
44 H -0.810008 2.619094 5.187627  0.248
45 H -0.992577 0.074892 5.620659  0.665
46 H 0.248885 -1.174555 7.444177  0.434
47 H 1.194209 0.287413 7.700998  0.312
48 H 1.943809 -1.351703 7.334031  0.375
49 H 3.091889 -0.805516 5.286813  0.520
50 H 3.061383 -0.560379 2.918205  0.236
51 H 2.953749 1.718266 1.774460  0.591
52 H 5.119933 1.655215 0.457020  0.479
53 H 6.572707 0.017416 -1.020641  0.463
54 H 5.791281 1.129530 -2.192880  0.345
55 H 5.733097 -0.655411 -2.399269  0.340
56 H 3.582859 -1.517088 -1.956481  0.342
57 H 2.198150 -3.067491 -2.543147  0.716
58 H -0.370804 -1.583216 -3.092307  -0.366
59 H 0.590104 -2.406072 -4.287313  0.900
60 H 1.299446 -1.014087 -3.357786  -0.723
61 H -0.628185 -3.974094 -1.900678  0.289
62 H 0.754325 -5.002752 -1.813330  0.335
63 H 0.093468 -4.481223 -3.340007  0.446
64 H 0.731019 -4.269312 0.146776  0.840
65 H 2.224366 -2.602516 2.273951  0.376
66 H 1.506925 -4.199021 2.570603  0.588
67 H 0.397404 -2.761432 2.309587  -0.046
68 H 3.482945 -3.164673 -0.011168  0.227
69 H 2.806362 -4.640114 -0.785791  0.245
70 H 3.321833 -4.603719 0.911743  0.471
71 N -2.501888 -0.475922 -4.725734  0.118
72 C -2.936892 -0.280123 -3.226686  1.609
73 C -3.934225 0.802556 -3.056006  -1.691
74 C -4.252352 1.049020 -1.544284  0.169
75 N -3.157347 1.729505 -0.858804  -0.377
76 C -4.565157 -0.277692 -0.819694  -1.388
77 C -3.753057 -1.459456 -1.228323  0.327
78 N -2.449239 -1.379897 -0.535315  -0.128
79 C -3.528032 -1.574106 -2.724871  -1.630
80 H -1.919588 0.278469 -5.051782  0.419
81 H -3.348151 -0.536519 -5.336448  0.384
82 H -1.943989 -1.335114 -4.671260  0.453
83 H -1.966632 -0.012015 -2.751784  -1.218
84 H -4.907763 0.512824 -3.537617  0.420
85 H -3.718442 1.778918 -3.499485  0.467
86 H -5.228829 1.574837 -1.461790  0.393
87 H -3.386799 1.815573 0.155880  -0.146
88 H -2.956201 2.696504 -1.189069  0.346
89 H -5.645531 -0.541088 -0.993035  0.572
90 H -4.514422 -0.205444 0.284648  0.153
91 H -4.298970 -2.394889 -0.880015  0.547
92 H -1.876224 -2.180185 -0.639272  0.229
93 H -2.641489 -1.397417 0.472317  -0.792
94 H -4.434787 -1.663411 -3.282135  0.518
95 H -2.879488 -2.431160 -2.924365  0.629
96 I -0.560511 3.876656 0.388087  -0.400
97 C 3.538114 0.354894 -4.828639  -1.628
98 C 2.781178 1.451904 -4.055349  0.862
99 C 1.493649 1.878008 -4.751459  -0.615
100 S 0.228111 2.485777 -3.617962  0.151
101 O 0.052990 1.314597 -2.636592  -0.525
102 C 1.250126 3.846450 -2.790920  -0.657
103 C 2.382338 3.487066 -1.803075  0.739
104 C 2.769386 4.645182 -0.891703  -1.508
105 H 4.556353 0.115689 -4.552520  0.367
106 H 3.652309 0.610517 -5.875215  0.424
107 H 3.141508 -0.619249 -4.793720  0.280
108 H 3.414963 2.361447 -3.857219  0.488
109 H 2.501508 1.060115 -3.073183  -0.702
110 H 1.010716 0.931353 -5.181887  0.310
111 H 1.659510 2.655218 -5.533258  0.503
112 H 0.384835 4.275676 -2.258280  0.213
113 H 1.654403 4.430065 -3.652141  0.678
114 H 3.207959 3.239861 -2.387860  0.129
115 H 2.025186 2.633706 -1.204080  -0.474
116 H 2.979764 5.483500 -1.568344  0.433
117 H 3.676279 4.414908 -0.338739  0.382
118 H 1.939018 4.899931 -0.201422  0.210

Cartesian forces, eV/Å:
La 1.0 0.1 1.1
C -0.8 0.5 -1.8
C -0.5 -1.3 -0.9
C -0.7 1.1 -1.4
P 0.0 -0.1 -0.8
C -1.1 -0.5 1.6
C 0.1 -1.0 0.6
C 0.7 -0.2 0.8
C 0.7 -0.5 0.9
C 0.7 -0.1 0.1
C 1.5 -0.3 1.5
C 0.7 0.1 -1.7
C -1.8 1.1 -2.6
C 1.1 -0.6 2.2
C 0.7 -0.4 -2.2
N 0.1 0.4 0.2
C -0.3 -0.9 -0.6
C 0.5 0.3 0.6
C 0.2 -0.3 0.2
C -0.7 -1.5 -0.8
C 0.6 0.2 0.3
C 1.2 1.9 -0.4
C -2.9 -0.2 2.0
P -0.2 1.0 0.3
C 0.2 0.3 -0.6
C -1.4 -1.5 0.1
C -0.7 -0.8 -0.8
C 1.5 1.2 1.7
C -0.5 0.1 -0.8
C -0.3 -0.3 -0.7
H -0.2 -0.2 -0.1
H 0.3 0.4 0.3
H 0.9 -0.4 1.5
H 0.1 0.3 0.8
H -0.1 -0.7 0.2
H 0.1 0.1 1.0
H 0.9 0.2 0.5
H 1.3 1.0 -0.6
H 0.0 0.6 -0.3
H -0.3 0.1 -0.2
H -0.2 0.1 -0.2
H 0.8 0.9 -0.9
H -0.1 -0.7 -0.2
H -1.3 -0.2 -0.4
H -1.1 0.3 0.2
H -1.3 -0.5 0.6
H 0.1 -0.3 -0.2
H -0.3 0.8 -0.1
H 0.8 -0.4 0.5
H -1.2 0.4 0.0
H 0.0 -0.1 -0.5
H -0.5 0.3 0.0
H 0.0 0.3 -0.3
H 0.3 -0.3 0.0
H -0.1 0.2 0.0
H 0.4 -0.3 -0.1
H 0.4 -0.3 0.1
H 0.4 0.2 0.2
H 0.5 0.4 0.0
H 0.4 1.0 -0.3
H -0.5 0.2 0.5
H 0.3 0.1 0.1
H 0.6 0.3 0.1
H -1.1 -1.1 0.1
H -0.6 -0.2 -0.1
H -0.2 0.4 -0.3
H 1.0 -0.4 -0.1
H 0.3 0.1 -0.2
H 0.4 0.3 0.3
H -0.2 -0.3 0.3
N -1.4 -0.3 1.2
C 1.6 0.3 -0.5
C -2.0 1.1 0.3
C -0.9 -0.6 0.3
N 0.2 0.7 0.6
C -1.7 0.0 0.1
C 0.0 -2.0 0.8
N -0.7 1.0 0.6
C 1.0 0.3 0.0
H 0.3 0.5 -0.1
H 0.9 -0.3 0.4
H -0.2 0.0 -0.8
H -0.7 -0.3 -0.3
H 0.7 0.0 0.4
H 0.5 -0.1 -0.1
H 0.8 0.3 -0.4
H 0.1 0.2 -0.9
H -0.4 -0.8 0.3
H 0.9 0.4 -0.1
H 0.1 0.4 -0.5
H 0.6 1.0 -0.5
H 0.7 -1.1 -0.6
H -0.1 0.2 -0.3
H -0.9 -0.6 -0.1
H 0.0 0.0 -0.1
I -0.4 -0.6 -0.2
C 0.7 1.1 -0.6
C 0.9 0.1 0.4
C -0.4 -1.2 -0.9
S 1.7 0.6 0.3
O -0.3 0.1 0.1
C -0.8 -0.2 0.0
C -2.0 -0.2 0.7
C -0.8 0.5 -0.5
H 0.4 0.8 0.7
H -0.2 0.2 -0.4
H -1.4 -1.1 0.1
H -0.5 -1.2 -0.6
H 0.2 0.0 0.1
H 0.6 1.4 0.1
H -0.3 -0.7 0.4
H 0.7 0.7 -0.2
H -0.7 -0.1 0.6
H 1.4 -0.7 -0.4
H 0.5 0.1 -0.2
H 0.0 0.2 0.5
H 0.0 -0.1 0.1
H 0.7 0.0 -0.4

---

[2]
The following is a DFT calculation (the ωB97M-V functional and the def2-TZVPD basis) of a structure of composition C16H16N4O3Rb in a non-equilibrium geometry.

Calculated values
- frontier orbital gap (eV) = 7.969
- charge = +1
- DFT total energy (eV) = -29604.5323
- LUMO energy (eV) = -2.86
- ΔE to the lowest compared entry with this formula, charge and spin (kJ/mol) = 0.0
- strongest force on any atom (eV/Å) = 2.06

Each line ends with the Mulliken charge.
Cartesian coordinates (Å):
1 Rb -0.205426 0.149452 0.197472  1.027
2 O -0.947952 0.940872 -1.963468  -0.584
3 C -0.644776 0.615724 -3.103342  0.733
4 O 1.272691 -1.222035 -1.395992  -0.619
5 C 1.053832 -1.277532 -2.590788  0.486
6 O 1.699074 -2.167015 -3.373808  -0.315
7 N 0.166233 -0.508699 -3.409896  0.176
8 C 1.264331 -2.019079 -4.739104  -0.404
9 C 0.430738 -0.808227 -4.812312  -0.617
10 H 0.660543 -2.862297 -5.047651  0.274
11 H 2.132383 -1.924555 -5.384667  0.320
12 H -0.530983 -0.931928 -5.296778  0.356
13 H 0.954977 0.035700 -5.246782  0.358
14 C -1.239449 1.473215 -4.152314  -0.332
15 C -1.441393 2.782703 -3.837857  -0.760
16 H -1.642132 1.008521 -5.039668  0.315
17 H -1.121111 3.162353 -2.882733  0.225
18 H -1.935713 3.484165 -4.478870  0.310
19 N -0.105325 0.093646 3.973815  -0.092
20 C 0.636671 1.196878 3.501068  0.499
21 C 1.174336 2.146525 4.425497  -0.552
22 C 1.899467 3.250289 3.938380  -0.397
23 C 2.064716 3.411930 2.535683  -0.716
24 C 1.498592 2.424125 1.718434  0.046
25 N 0.858537 1.351964 2.209244  -0.218
26 C -0.806716 -1.037565 3.502833  0.478
27 C -1.410930 -1.937143 4.434341  -0.538
28 C -2.110445 -3.061548 3.960125  -0.407
29 C -2.204827 -3.281368 2.559541  -0.716
30 C -1.580541 -2.340094 1.730950  0.072
31 N -0.919567 -1.276155 2.210865  -0.203
32 H -0.136332 0.109938 4.986422  0.038
33 H 0.992167 1.927758 5.485473  0.332
34 H 2.347154 3.999238 4.616473  0.375
35 H 2.612955 4.244902 2.062882  0.367
36 H 1.541323 2.441091 0.618350  0.312
37 H -1.283373 -1.673010 5.490367  0.332
38 H -2.591753 -3.780742 4.647114  0.378
39 H -2.730082 -4.132410 2.096093  0.373
40 H -1.576890 -2.400386 0.631808  0.288

Cartesian forces, eV/Å:
Rb -0.1 0.0 0.3
O 0.6 -0.5 -1.3
C -0.2 0.1 1.4
O -0.4 0.0 -2.0
C 0.2 -0.1 0.8
O -0.7 0.8 -0.1
N -0.1 0.6 0.5
C 0.6 -1.1 -0.6
C -0.8 1.7 0.4
H 0.2 -0.6 0.2
H 0.1 -0.3 0.1
H 0.1 -0.3 -0.4
H 0.0 0.1 -0.3
C -0.3 1.3 -0.1
C 0.3 -2.0 -0.4
H 0.2 0.2 -0.3
H 0.2 0.0 0.1
H -0.2 0.0 -0.4
N 0.0 0.0 1.2
C 0.6 0.6 -0.2
C -0.1 -0.3 -0.3
C -0.2 -0.4 -0.3
C -0.3 -0.5 -0.2
C 0.3 0.2 0.9
N -0.2 0.2 0.3
C -0.4 -0.7 -0.2
C 0.2 0.3 -0.3
C 0.3 0.4 -0.3
C 0.3 0.5 -0.2
C -0.1 -0.2 1.0
N 0.0 -0.1 0.3
H 0.0 0.0 -0.2
H 0.3 0.6 -0.3
H -0.4 -0.6 -0.3
H -0.4 -0.5 0.6
H 0.3 0.3 0.5
H -0.3 -0.6 -0.3
H 0.4 0.6 -0.3
H 0.3 0.5 0.6
H -0.2 -0.3 0.5

---

[3]
The following is a DFT calculation (the ωB97M-V functional and the def2-TZVPD basis) of a structure of composition C16H30AuN3OS2 in a non-equilibrium geometry.

Calculated values
- frontier orbital gap (eV) = 7.943
- DFT total energy (eV) = -48957.1081
- LUMO energy (eV) = 0.03
- ΔE to the lowest compared entry with this formula, charge and spin (kJ/mol) = 0.0
- strongest force on any atom (eV/Å) = 1.00

Each line ends with the Mulliken charge.
Cartesian coordinates (Å):
1 Au -0.901832 0.210811 -0.439655  0.175
2 C -2.939665 -4.465629 -1.693048  -1.571
3 C -2.360419 -4.151063 -0.306810  1.979
4 C -1.302585 -5.199706 0.056026  -1.585
5 C -3.489268 -4.179307 0.734168  -1.547
6 C -1.759386 -2.805281 -0.325960  0.885
7 C -1.237791 -1.709681 -0.346526  -1.760
8 H -3.422152 -5.447161 -1.688123  0.371
9 H -2.148022 -4.469887 -2.443606  0.387
10 H -3.676030 -3.714185 -1.981732  0.386
11 H -1.754021 -6.195256 0.076306  0.381
12 H -0.873440 -4.991602 1.037372  0.366
13 H -0.494015 -5.198528 -0.676043  0.378
14 H -3.969011 -5.162238 0.751747  0.367
15 H -4.242134 -3.424549 0.501080  0.395
16 H -3.093619 -3.965573 1.728496  0.377
17 C 4.159144 3.110798 0.493012  -1.194
18 C 4.519116 2.272793 -0.733563  -0.294
19 C 4.265985 0.781331 -0.544948  -0.944
20 S 2.485771 0.380010 -0.537186  0.244
21 O 2.365455 -0.975709 -1.137343  -0.640
22 C 2.228208 0.229004 1.274812  -0.815
23 C 2.134394 -1.231917 1.691761  -0.279
24 C 3.483657 -1.945017 1.693978  -1.287
25 H 4.333590 4.172020 0.310021  0.338
26 H 4.763922 2.816907 1.353826  0.355
27 H 3.109556 2.991178 0.773566  0.308
28 H 5.573330 2.421922 -0.974466  0.400
29 H 3.948224 2.619837 -1.601363  0.262
30 H 4.728442 0.401293 0.367108  0.438
31 H 4.630393 0.200592 -1.393385  0.442
32 H 1.288158 0.749408 1.468049  0.453
33 H 3.037852 0.757173 1.781141  0.604
34 H 1.449345 -1.741848 1.012244  0.089
35 H 1.688501 -1.264772 2.688374  0.453
36 H 3.874663 -2.028669 0.679223  0.271
37 H 3.382436 -2.954271 2.095105  0.404
38 H 4.214198 -1.412384 2.311465  0.296
39 C -5.171489 3.389668 -0.373160  -1.276
40 C -4.090377 4.461592 -0.448549  -0.183
41 C -2.715314 3.872008 -0.504780  0.126
42 N -2.455609 2.619674 -0.444457  -0.323
43 N -1.095458 2.345843 -0.509459  -0.038
44 C -0.363012 3.410743 -0.617782  0.313
45 N 0.991699 3.361785 -0.657496  -0.138
46 S -1.274646 4.869729 -0.647979  -0.232
47 H -6.154741 3.857618 -0.345691  0.391
48 H -5.047479 2.775559 0.517484  0.311
49 H -5.120366 2.726288 -1.235312  0.313
50 H -4.147532 5.122184 0.420341  0.300
51 H -4.236748 5.091973 -1.329138  0.313
52 H 1.392251 2.452480 -0.870878  -0.012
53 H 1.487864 4.162029 -1.008273  0.246

Cartesian forces, eV/Å:
Au -0.2 0.5 0.0
C 0.0 0.0 0.0
C -0.1 0.1 0.0
C 0.0 0.0 0.0
C 0.0 0.0 0.0
C 0.3 0.0 0.0
C -0.1 -0.2 0.0
H 0.0 0.0 0.0
H 0.0 0.0 0.0
H 0.0 0.0 0.0
H 0.0 0.0 0.0
H 0.0 0.0 0.0
H 0.0 0.0 0.0
H 0.0 0.0 0.0
H 0.0 0.0 0.0
H 0.0 0.0 0.0
C 0.0 -0.1 0.0
C -0.1 0.0 0.1
C 0.0 0.1 0.0
S 0.3 -0.4 0.0
O 0.0 0.3 0.0
C -0.2 0.0 -0.1
C 0.1 0.0 0.0
C 0.0 0.0 0.0
H 0.0 0.0 0.0
H 0.0 0.0 0.0
H 0.1 0.0 0.0
H 0.0 0.0 0.0
H 0.1 0.0 0.0
H 0.0 0.0 -0.1
H 0.0 0.0 0.0
H 0.0 0.0 0.0
H 0.0 0.0 0.0
H 0.0 0.0 0.1
H 0.0 0.0 0.0
H 0.0 0.0 0.0
H 0.0 0.0 0.0
H 0.0 0.0 0.0
C 0.0 0.0 0.0
C 0.0 -0.1 0.0
C 0.1 0.0 0.0
N 0.3 0.3 0.0
N -0.8 -0.5 0.0
C 0.6 -0.1 -0.1
N -0.3 0.2 0.0
S -0.2 0.1 0.0
H 0.0 0.0 0.0
H 0.0 0.0 0.0
H 0.0 0.0 0.0
H 0.0 0.0 0.0
H 0.0 0.0 0.0
H 0.0 -0.1 0.0
H 0.0 0.0 0.0

---

HOMO? In order: -11.21 -10.83 -7.91 eV.